Computed, not measured: 3 unconnected molecules or ions with the total composition C4H13N3 in a non-equilibrium geometry, with ωB97M-V/def2-TZVPD.

```
20
Properties=species:S:1:pos:R:3:forces:R:3:mulliken_charge:R:1
N 0.473588 -3.604202 -2.586263 2.36 -0.56 -1.19 -0.44
N 1.845490 -2.615246 0.537450 0.59 1.02 1.14 -0.38
N -2.815909 8.564602 4.623103 0.25 -1.82 1.13 -0.16
C 2.056179 -4.538164 -3.797070 -3.57 0.66 1.57 -0.43
C -3.620668 8.045672 3.791532 -2.78 -0.99 -1.23 -0.02
C 0.848608 -3.631770 -1.239543 -0.01 1.31 -0.82 -0.30
C 1.481859 -2.524391 -0.734758 -0.83 -1.05 -1.10 -0.03
H -3.735504 8.430136 2.732584 0.59 -0.40 1.34 0.28
H -0.087630 -4.311688 -2.970605 -1.33 -0.95 0.16 0.35
H 2.618137 -2.160332 0.976503 0.18 0.71 -0.21 0.25
H 0.620201 -4.559061 -0.746035 0.33 -0.01 0.45 0.34
H 2.199949 -5.067725 -2.890088 1.17 -0.27 0.57 0.28
H 2.594660 -3.650730 -4.053265 0.37 -0.06 -0.49 0.32
H -2.057211 9.178333 4.347365 -0.15 0.44 0.00 0.31
H 1.303189 -5.089407 -4.367913 0.87 0.51 -0.86 0.29
H 1.615463 -1.579374 -1.323475 0.10 -1.08 0.68 0.29
H -4.410872 7.203004 4.082872 2.04 1.95 -0.28 0.27
H 0.154697 -2.712952 -2.888736 -0.02 0.79 -0.70 0.25
H 1.672883 -3.496482 0.934465 -0.19 -1.08 0.76 0.20
H -2.757110 8.119777 5.571877 0.04 0.88 -0.93 0.32
```
Positions in Å, forces in eV/Å.

Output
Net charge: +2
Energy relative to the best compared isomer or geometry (same formula, charge and spin) (eV): 3.4965
Energy (eV): -8810.0805
Kohn-Sham gap (alpha / beta) (eV): 6.07 / 6.17
HOMO energy (alpha / beta) (eV): -13.21 / -13.31

---

Computed, not measured: 2 unconnected molecules or ions with the total composition C9H14O in a non-equilibrium geometry, with ωB97M-V/def2-TZVPD.

```
24
Properties=species:S:1:pos:R:3:forces:R:3:mulliken_charge:R:1
O 2.063321 -1.563968 1.795485 -0.77 -0.23 -2.26 -0.54
C 0.196381 1.592339 2.034359 1.70 -0.25 2.77 -0.50
C 0.845037 -2.008832 -2.746736 1.01 -2.06 -1.10 -0.84
C 1.029021 -0.676025 1.489508 -0.39 2.09 2.18 0.18
C -0.123033 -0.879919 0.653789 1.71 -1.10 0.07 -0.48
C 0.195740 -0.642648 -2.887584 -3.62 -1.78 -1.50 -0.58
C 1.098671 0.536739 2.313607 -1.36 -1.06 -2.56 -0.35
C -0.850220 1.358745 1.216432 -2.15 -0.58 -1.97 0.97
C -1.036876 0.111242 0.553582 -1.92 1.61 0.78 -0.39
C -1.819350 2.471754 0.986514 1.20 0.60 0.45 -1.63
H -0.035777 -0.447335 -4.010529 -0.20 -0.38 1.98 0.28
H 0.216713 2.535878 2.685699 0.10 -1.38 -1.23 0.24
H 1.305983 -2.411481 -3.738338 -0.58 0.95 1.65 0.29
H 0.723996 0.194565 -2.606324 1.69 1.52 0.95 0.30
H -2.050271 -0.185045 0.106379 1.68 1.01 0.29 0.20
H -1.314958 3.284503 0.480005 -0.13 0.04 -0.88 0.33
H -2.062280 2.960096 1.886908 -0.25 0.40 1.67 0.41
H -0.762957 -0.654453 -2.220202 1.44 0.35 -1.60 0.04
H -0.449529 -1.713309 0.002436 1.31 -0.22 0.93 0.43
H 1.632885 -2.036304 -1.992046 0.13 0.17 -0.09 0.25
H -2.761680 2.231886 0.599556 -1.08 -0.60 -1.22 0.41
H 1.797161 0.597390 3.134960 0.35 0.02 -0.26 0.36
H 0.183250 -2.872637 -2.441028 0.15 1.24 -0.33 0.27
H 1.978771 -1.783182 2.703569 -0.02 -0.36 1.28 0.34
```
Positions in Å, forces in eV/Å.

Output
Structure (SMILES): Cc1ccc(O)cc1.CC
Energy relative to the best compared isomer or geometry (same formula, charge and spin) (eV): 1.9729
Energy (eV): -11605.6639
Kohn-Sham gap (eV): 9.37
HOMO energy (eV): -8.50

---

Computed, not measured: a molecular structure, C34H45IrN4OS2 in a non-equilibrium geometry, with ωB97M-V/def2-TZVPD.

```
87
Properties=species:S:1:pos:R:3:forces:R:3:mulliken_charge:R:1
Ir -0.854698 0.509691 -0.485761 0.89 0.70 0.31 1.10
S -0.925382 0.055342 2.610870 0.18 -0.02 -0.33 0.51
S -2.216710 3.931941 -3.151715 -0.07 0.03 -0.03 -0.04
O -0.423377 -0.517543 1.220343 -0.36 -0.52 0.30 -0.63
N -2.686184 -0.274072 -0.886650 -0.20 0.07 -0.12 0.76
N -1.614785 1.923968 -1.754646 -0.18 -0.23 -0.30 0.49
N -4.581258 -0.194280 -2.010223 -0.08 -0.10 0.00 0.03
N 1.091524 0.830599 -0.686913 -0.48 0.05 -0.01 -0.26
C 1.177435 3.507007 1.779568 -0.06 0.02 0.10 -0.07
C -4.087832 0.701563 2.879126 -0.01 0.01 0.01 -0.98
C 0.222137 4.353953 2.568375 -0.01 0.01 0.01 -1.77
C 1.727809 -0.103490 -1.710179 0.22 0.14 0.12 2.05
C 1.164184 -2.215855 -3.673375 -0.03 -0.02 -0.01 -1.20
C 3.244219 0.009432 -1.900288 -0.01 -0.03 0.02 -2.90
C 1.879709 -2.531311 -2.357054 0.04 0.07 -0.03 0.39
C 0.745964 2.557938 0.895467 -0.03 -0.01 -0.02 -0.32
C 1.410374 -1.548312 -1.274749 -0.15 -0.14 0.07 -1.25
C -3.329057 -0.174098 3.867673 -0.03 -0.09 0.01 -0.63
C -3.459063 0.448675 -1.710465 0.17 0.03 0.01 0.13
C -2.254474 -1.023491 3.188700 0.02 0.03 0.06 -0.38
C 1.049018 0.200000 -3.061006 -0.15 0.04 -0.14 -1.33
C 3.715617 -0.973495 -2.986856 0.02 0.00 0.00 0.13
C 4.982364 3.109051 1.436502 0.01 0.00 0.00 -1.64
C 3.052849 1.951111 0.345795 0.08 0.06 0.03 -0.76
C -2.930867 -2.659021 -0.042765 0.01 -0.03 0.05 -0.66
C 0.985069 -1.801619 3.506840 0.02 0.02 0.02 0.23
C 3.507815 2.901730 1.236870 0.10 -0.04 -0.02 -0.18
C 0.429379 -0.395397 3.700442 -0.05 -0.02 -0.01 -1.04
C -3.811992 -3.721718 -0.064412 0.00 0.02 -0.01 -0.86
C -5.051461 -3.642821 -0.722748 0.00 0.02 -0.02 -0.64
C 2.573018 3.669558 1.940435 -0.11 -0.12 -0.09 -0.36
C -1.136271 3.069238 -2.186028 -0.08 -0.14 -0.01 -0.18
C -3.331636 -1.499568 -0.700076 -0.07 0.06 0.04 0.43
C 1.653995 1.736254 0.137792 0.10 -0.06 -0.10 1.98
C -3.399379 2.711479 -2.969757 0.06 0.01 0.01 -0.25
C -5.441364 -2.507945 -1.404803 -0.01 -0.04 0.01 -1.15
C 3.391492 -2.400698 -2.544870 -0.01 -0.02 -0.01 -1.35
C 2.008973 -2.109506 4.597372 0.00 0.00 -0.02 -1.46
C 1.518135 -0.797257 -4.127779 0.07 0.01 0.06 0.30
C -2.916489 1.710444 -2.193603 0.02 -0.03 0.14 -0.41
C -4.546526 -1.446405 -1.385218 0.03 0.09 -0.04 0.57
C 3.028613 -0.664823 -4.314814 -0.01 0.00 -0.03 -1.36
H 0.330287 -1.682797 -1.123519 0.05 0.02 -0.02 0.18
H -6.383540 -2.459492 -1.933449 0.00 0.00 0.00 0.48
H -1.960431 -2.735312 0.430514 -0.01 0.02 0.02 0.53
H -0.329936 2.458694 0.743883 -0.01 0.03 -0.05 0.21
H -3.414263 1.342621 2.300750 0.00 0.01 0.01 0.21
H -5.706620 -4.502753 -0.711825 0.00 0.00 0.00 0.45
H -4.368088 2.803547 -3.435579 -0.01 0.01 0.01 0.47
H 3.758000 -0.266044 -0.976845 0.00 -0.01 -0.01 0.72
H 3.285489 0.340531 -4.659536 0.00 0.00 0.01 0.52
H 1.190888 0.369455 3.533260 0.01 0.00 0.03 0.47
H 0.181556 -2.540216 3.534314 0.00 0.00 0.01 0.31
H 0.022448 3.899296 3.541219 0.02 -0.01 0.00 0.33
H -2.651217 -1.516389 2.302484 0.02 0.00 -0.09 -0.15
H -4.016276 -0.872308 4.348662 0.00 0.03 0.03 0.45
H 1.001152 -0.564426 -5.060531 0.00 0.01 0.01 0.34
H -3.540202 -4.647528 0.423963 0.00 0.00 0.00 0.48
H 1.462079 -2.934752 -4.438164 0.01 0.00 0.00 0.55
H 1.445322 -1.870489 2.520551 -0.02 0.00 -0.01 -0.13
H 5.465004 2.181211 1.744344 0.00 0.00 0.00 0.38
H 1.546478 -2.115966 5.584387 0.00 0.01 0.00 0.38
H 2.814171 -1.373577 4.605557 0.01 0.00 0.00 0.35
H 0.637632 5.342315 2.756802 -0.01 0.01 -0.02 0.48
H -0.729497 4.472872 2.052408 0.00 -0.01 0.01 0.39
H 0.016258 -0.240162 4.703114 0.01 0.00 0.00 0.61
H 1.628057 -3.541487 -2.029842 -0.01 0.01 0.02 0.32
H 5.452760 3.432726 0.507387 0.00 0.00 0.00 0.37
H 3.524717 1.026757 -2.186358 0.00 0.02 0.00 0.64
H -4.658842 0.085936 2.180465 0.02 0.00 -0.01 0.25
H 3.914908 -2.643359 -1.616002 0.00 0.00 0.00 0.55
H 1.282688 1.227306 -3.362145 0.01 -0.01 -0.01 0.35
H -4.787749 1.354240 3.397078 -0.02 -0.01 0.00 0.43
H 3.784312 1.368217 -0.178069 0.00 -0.01 0.00 0.68
H 0.079786 -2.316179 -3.550435 0.01 0.00 0.00 0.43
H -5.314117 0.137335 -2.621356 0.01 -0.01 0.01 0.25
H 3.372451 -1.360480 -5.081989 0.00 0.00 0.00 0.53
H -0.040081 0.114767 -2.971320 0.04 0.00 0.06 0.41
H -2.896433 0.417820 4.678247 0.03 0.03 -0.03 0.31
H 1.901831 -1.755360 -0.319507 -0.01 0.01 0.00 0.34
H 2.930532 4.424473 2.631884 0.00 0.02 0.00 0.49
H -0.140459 3.417461 -1.954830 0.00 0.01 -0.03 0.33
H -1.817791 -1.774819 3.844609 -0.03 -0.02 0.00 0.56
H 4.794985 -0.852812 -3.088479 0.00 0.00 -0.01 0.36
H 3.735614 -3.111802 -3.297689 0.00 0.00 0.00 0.51
H 2.454685 -3.088253 4.431621 0.00 0.00 0.01 0.40
H 5.180534 3.862899 2.194561 0.00 0.00 0.00 0.44
```
Positions in Å, forces in eV/Å.

Output
Net charge: +3
Energy relative to the best compared isomer or geometry (same formula, charge and spin) (eV): 0.0000
Energy (eV): -68481.1594
Multiplicity: 2
Kohn-Sham gap (alpha / beta) (eV): 5.60 / 5.45
HOMO energy (alpha / beta) (eV): -16.64 / -16.68

---

Computed, not measured: a molecular structure, C9H11Br9Cl6Cu2F3O2 in a non-equilibrium geometry, with ωB97M-V/def2-TZVPD.

```
42
Properties=species:S:1:pos:R:3:forces:R:3:mulliken_charge:R:1
Br 4.373201 0.479060 4.242294 0.15 0.21 -0.16 -0.01
Br -3.394797 0.671765 3.043540 -0.17 -0.07 -0.02 -0.02
Br -4.061530 -3.426441 -3.101950 -0.17 -0.24 0.03 -0.02
Br 3.283793 -2.378461 4.908252 -0.07 -0.22 -0.03 0.02
Br -2.146465 -2.959529 -0.602141 -0.21 -0.15 0.31 -0.02
Br -3.317719 -2.546165 3.081156 -0.54 0.71 -0.05 -0.06
Br 4.244221 -1.740872 1.918273 -0.09 0.11 0.09 -0.02
Br -0.940403 -3.820156 -3.393116 1.02 -0.94 -0.52 -0.02
Br -6.169439 -0.951714 2.447388 1.03 0.01 0.36 -0.03
Cu 0.538745 3.196443 -1.057131 -0.03 -0.06 0.56 0.22
Cu 3.149915 1.029102 -0.831609 -0.06 -0.15 0.12 0.52
Cl 0.868890 -2.401691 -7.753672 0.17 0.24 -0.05 -0.11
Cl 1.076877 -0.041162 -5.946867 -0.02 -0.75 -0.23 -0.14
Cl 2.360410 -2.575984 -5.261864 0.52 -0.12 0.09 -0.11
Cl -0.094389 5.430584 -1.116873 1.14 0.23 -0.31 0.03
Cl -2.670857 4.791922 -0.327515 -0.60 0.43 0.36 -0.06
Cl -1.041314 6.329219 1.565215 0.06 -0.20 -0.33 -0.05
F -0.512811 -0.399968 -2.090547 -0.45 -0.22 -0.58 -0.29
F 0.676124 -1.795926 -0.977459 0.06 -2.79 0.86 -0.14
F 1.653627 -0.335085 -2.161088 -0.25 -0.06 0.22 -0.27
O 0.786791 -0.147465 0.983339 0.72 0.04 1.71 -0.32
O 1.326454 1.520496 -0.476962 0.03 1.25 -0.22 -0.38
C 1.019746 -1.845419 -6.099735 0.26 0.70 -0.20 0.44
C 0.690590 -0.109467 3.409420 1.50 0.77 0.30 -0.57
C -4.193517 -0.925954 2.367130 -0.51 -1.04 -0.45 -0.08
C 4.493035 -1.378125 3.808480 0.42 -0.45 0.16 -0.35
C -1.465995 6.047977 -0.106861 0.01 -0.83 0.24 0.05
C 0.572673 0.748874 2.122428 -2.60 -1.25 0.49 -0.28
C 0.560319 -0.594749 -1.327842 1.11 2.77 -0.72 0.80
C -2.307448 -2.925380 -2.508755 -0.89 0.54 0.14 -0.15
C 0.495162 0.450520 -0.169890 -0.17 -0.20 -1.85 0.09
H -0.503774 1.079815 2.029606 0.84 -0.16 0.06 0.10
H -0.535288 0.756857 -0.256553 -0.75 0.56 0.55 0.51
H 1.146865 1.650658 2.030979 0.86 0.06 0.20 0.34
H 0.157760 -2.175342 -5.587909 -0.95 -0.06 0.46 -0.10
H 5.494383 -1.751159 4.048223 -0.37 0.37 -0.12 0.36
H -2.206857 -1.916822 -2.829174 -0.01 0.70 0.13 0.15
H 1.014239 0.485158 4.322202 -0.52 -0.48 -1.22 0.34
H -1.705561 7.005001 -0.550482 -0.31 -0.12 -0.22 0.36
H 1.516002 -0.823395 3.229112 -0.46 0.22 0.16 -0.10
H -4.025229 -1.031196 1.302277 0.25 0.38 0.09 0.17
H -0.206430 -0.675822 3.676681 0.04 0.24 -0.38 0.23
```
Positions in Å, forces in eV/Å.

Output
Net charge: +1
Energy (eV): -816546.0743
Kohn-Sham gap (eV): 7.84
HOMO energy (eV): -12.20

---

Computed, not measured: a molecular structure, C28H23F4N8Pt, with ωB97M-V/def2-TZVPD.

```
64
Properties=species:S:1:pos:R:3:forces:R:3:mulliken_charge:R:1
Pt -0.328067 0.764945 0.117377 -0.27 0.06 0.35 1.15
F -2.400371 0.689707 5.080922 -0.01 0.03 -0.01 -0.22
F -2.944629 5.285443 4.345761 0.00 0.00 0.01 -0.21
F -1.893302 5.075204 1.950999 0.00 0.05 0.12 -0.24
F -1.380662 0.372134 2.697374 0.01 0.07 -0.08 -0.23
N -1.251551 2.517777 0.858454 -0.30 -0.24 -0.15 0.25
N -2.030248 -0.212504 -0.499747 0.07 -0.08 0.19 -0.12
N -4.146807 -1.918249 -1.014645 0.01 0.02 -0.02 -0.48
N 0.424034 -0.988268 -0.320201 0.00 -0.02 0.17 0.37
N 1.631792 1.052517 0.707359 0.04 0.16 -0.12 0.14
N 4.375109 1.217814 1.000284 0.01 -0.03 0.00 -0.47
N -0.136264 2.385451 -1.788348 0.17 0.15 -0.36 0.25
N 3.037935 -7.419887 -1.353155 -0.01 0.01 0.00 -0.50
C -2.057274 3.983940 2.655828 0.03 0.04 0.08 0.47
C -2.297422 1.736542 4.295762 -0.04 -0.01 0.04 0.01
C -1.403705 3.626210 -0.099002 -0.04 0.03 -0.14 -0.83
C -2.713113 2.989385 4.743828 0.02 -0.04 -0.04 -0.24
C -1.651581 2.691448 2.107019 0.25 0.07 0.11 0.27
C 2.428383 -0.000834 0.387188 0.02 0.06 -0.04 0.11
C -1.817363 -1.535487 -0.726363 0.01 0.01 -0.13 -0.10
C -2.899677 -2.367512 -0.974428 -0.02 0.02 -0.06 -0.27
C 3.803214 0.120958 0.519268 0.02 -0.01 0.05 -0.38
C -3.283383 0.240536 -0.551489 0.00 0.00 -0.03 -0.19
C -2.586098 4.102951 3.913901 -0.01 0.05 -0.01 0.07
C 3.357915 -5.066271 -1.099213 0.03 0.01 -0.04 -0.64
C 1.068208 3.228212 -1.828666 -0.02 -0.08 0.00 -1.20
C -0.219546 1.588282 -3.025040 -0.07 0.01 0.07 -1.13
C 3.828435 -6.353054 -1.317152 -0.03 -0.02 0.00 -0.44
C -0.413924 -1.982369 -0.656488 0.03 0.03 -0.06 0.52
C 3.586353 2.217374 1.357740 -0.04 0.01 0.00 -0.52
C -4.339576 -0.623366 -0.818923 0.02 -0.02 -0.02 -0.61
C 2.206085 2.150998 1.192065 -0.01 -0.03 0.09 -0.20
C 1.734067 -7.238135 -1.174449 0.04 0.01 0.00 -0.46
C 2.261176 -2.462682 -0.268028 0.01 -0.01 -0.03 -0.77
C 0.072710 -3.251585 -0.871683 0.01 -0.01 -0.05 -0.63
C 1.163098 -5.992722 -0.957470 -0.02 -0.02 0.05 -0.60
C 1.731632 -1.203105 -0.100912 -0.04 -0.04 0.00 0.38
C 1.989872 -4.870817 -0.914656 0.00 -0.01 -0.01 1.16
C -1.334913 3.165962 -1.548768 0.07 -0.09 0.09 -1.31
C -1.760833 1.578393 3.046282 -0.02 -0.10 -0.07 0.24
C 1.440539 -3.523518 -0.691238 0.00 0.03 0.01 0.77
H 1.563734 2.978424 1.459870 0.00 0.01 -0.03 0.43
H -2.756501 -3.428152 -1.139425 -0.01 0.00 0.00 0.50
H 4.462661 -0.683803 0.218022 0.01 -0.01 0.03 0.46
H 4.066918 -4.249909 -1.115621 -0.01 0.01 -0.01 0.37
H -0.258340 2.238742 -3.903682 -0.01 -0.01 -0.02 0.39
H 0.095706 -5.939457 -0.792879 0.00 0.01 0.01 0.32
H -0.623592 4.369429 0.091478 0.05 -0.06 -0.02 0.53
H 3.302132 -2.638541 -0.041676 0.00 -0.02 -0.01 0.52
H 1.170432 3.814746 -0.916528 0.02 -0.01 0.00 0.33
H 1.948358 2.599231 -1.951049 0.01 0.00 0.02 0.37
H -5.355396 -0.250192 -0.864883 0.00 -0.01 0.00 0.41
H -3.452233 1.293095 -0.381585 0.01 0.01 0.06 0.43
H -3.113040 3.103194 5.747414 0.00 0.00 0.01 0.56
H -2.209712 2.572481 -1.815020 0.02 -0.06 0.03 0.36
H 1.114401 -8.125999 -1.202760 0.00 0.00 0.00 0.39
H 0.660487 0.952251 -3.104475 0.00 0.00 0.00 0.35
H 4.885715 -6.529503 -1.472594 0.00 0.00 0.00 0.39
H 1.021534 3.921009 -2.674519 0.01 0.01 0.00 0.40
H -2.354525 4.129637 0.080732 0.06 0.01 -0.06 0.65
H -1.115398 0.968771 -3.009385 0.00 -0.01 0.00 0.35
H 4.049292 3.103675 1.774289 0.01 0.00 -0.01 0.42
H -1.355555 4.065570 -2.175040 -0.09 0.04 0.03 0.43
H -0.597350 -4.036516 -1.188036 0.01 -0.01 0.00 0.45
```
Positions in Å, forces in eV/Å.

Output
Net charge: +3
Energy (eV): -55417.5518
Kohn-Sham gap (alpha / beta) (eV): 3.28 / 3.29
HOMO energy (alpha / beta) (eV): -16.16 / -16.16